Computed, not measured: a structure of composition C8H14HgOP, with wB97M-V/def2-TZVPD.

The calculation puts the HOMO energy at -0.54 eV. Its calculated total energy is -883.08614 hartree. The orbital gap is 3.63 eV. As for the net charge: -1. The energy above the lowest of the compared OMol25 structures with the same formula, charge and spin comes out at 0.0 kJ/mol.

Last column: Löwdin charge in e.
Cartesian coordinates (Å):
C -2.05 -0.14 -1.41  -0.4888
C -1.28 0.57 -2.44  -0.2577
C -1.11 1.89 -2.02  -0.2125
C -1.82 2.08 -0.79  -0.2028
C -2.44 0.89 -0.43  -0.2849
Hg -0.41 -1.10 -0.15  0.6069
P 1.10 -2.99 0.36  0.3877
H -2.61 -1.06 -1.58  0.0417
H -0.93 0.11 -3.36  0.0587
H -0.53 2.67 -2.51  0.0566
H -3.14 0.74 0.38  0.0609
H -1.83 3.02 -0.24  0.0615
H 2.50 -2.66 0.40  -0.1938
H 0.97 -4.09 -0.57  -0.2141
H 0.80 -3.53 1.66  -0.1680
C 3.84 0.03 2.34  -0.0531
C 2.48 0.70 2.44  -0.5050
C 2.23 1.55 3.67  -0.0451
O 1.61 0.58 1.57  -0.0752
H 4.48 0.30 3.18  0.0589
H 4.34 0.36 1.42  0.0832
H 3.72 -1.05 2.33  0.0580
H 1.92 2.55 3.34  0.0842
H 1.41 1.09 4.23  0.0816
H 3.11 1.62 4.31  0.0610

---

Computed, not measured: the ion C8H14N with charge +1, with wB97M-V/def2-TZVPD.

The calculation puts the HOMO energy at -12.54 eV. Its calculated total energy is -367.58855 hartree. The SMILES is C[C@H]1[C@H]2CC2=C[C@@]1(C)[NH3+]. The orbital gap is 9.33 eV. As for the net charge: +1. The energy above the lowest of the compared OMol25 structures with the same formula, charge and spin comes out at 239.8 kJ/mol.

Last column: Löwdin charge in e.
Cartesian coordinates (Å):
C -0.53 -1.12 0.92  -0.0131
C 0.73 -1.14 1.31  -0.1060
C 1.92 -0.46 1.73  -0.0357
C 1.64 -0.45 0.29  -0.1643
C 0.63 0.42 -0.49  -0.2588
C -0.72 -0.39 -0.38  -0.4151
C 0.57 1.84 0.05  -0.0906
C -1.15 -1.21 -1.61  0.0182
N -1.82 0.65 -0.13  0.2259
H -1.34 -1.71 1.40  0.1347
H 1.68 0.33 2.36  0.1046
H 2.77 -1.12 1.99  0.1436
H 2.18 -1.30 -0.28  0.1859
H 0.85 0.43 -1.63  0.1773
H 0.62 2.11 1.17  0.1182
H -0.21 2.56 -0.42  0.1121
H 1.64 2.23 -0.17  0.1349
H -1.33 -0.54 -2.44  0.0960
H -1.85 -1.93 -1.38  0.0751
H -0.31 -1.73 -1.97  0.0835
H -1.30 1.33 0.55  0.1775
H -2.68 0.19 0.14  0.1681
H -2.00 1.03 -1.02  0.1281

---

Computed, not measured: a cluster of 2 separate species, C8H14N in total, with wB97M-V/def2-TZVPD.

The calculation puts the HOMO energy (alpha / beta) at -10.49 / -13.70 eV. Its calculated total energy is -367.48753 hartree. The orbital gap (alpha / beta) is 7.34 / 6.35 eV. As for the net charge: +1. The energy above the lowest of the compared OMol25 structures with the same formula, charge and spin comes out at 136.2 kJ/mol. As for the spin multiplicity: 3. The expectation value of S² is 2.02.

Last column: Löwdin charge in e.
Cartesian coordinates (Å):
C 1.17 2.90 -0.29  -0.0641
C 0.45 2.03 -0.89  0.0146
C -0.10 -0.79 -0.81  0.0022
C -1.18 -0.93 -0.03  -0.2220
C 2.38 -0.30 -0.83  -0.0335
C 1.95 -0.23 0.59  -0.0483
C -2.33 -1.75 -0.50  -0.0077
C -1.34 -0.28 1.30  0.0028
N 1.01 -0.02 -0.48  -0.1069
H 0.99 3.97 -0.42  0.0671
H 2.00 2.68 0.37  0.0473
H -0.36 1.85 -1.55  0.0535
H -0.07 -1.22 -1.80  0.1553
H 2.95 0.53 -1.24  0.1312
H 2.59 -1.26 -1.28  0.1337
H 1.83 -1.15 1.16  0.1364
H 2.22 0.63 1.19  0.1177
H -3.26 -1.19 -0.41  0.1103
H -2.21 -2.07 -1.53  0.0926
H -2.43 -2.64 0.13  0.1140
H -1.80 -0.97 2.01  0.1067
H -2.01 0.57 1.21  0.1178
H -0.40 0.07 1.71  0.0792

---

Computed, not measured: the molecule C8H14N2O, with wB97M-V/def2-TZVPD.

The calculation puts the HOMO energy at -7.74 eV. Its calculated total energy is -497.86384 hartree. The SMILES is O/C=N/NCCC1=CCCC1. The orbital gap is 8.74 eV. As for the net charge: 0. The energy above the lowest of the compared OMol25 structures with the same formula, charge and spin comes out at 299.0 kJ/mol.

Last column: Löwdin charge in e.
Cartesian coordinates (Å):
C -3.22 0.72 -0.17  -0.2437
C 1.22 1.72 0.45  -0.1952
C 1.77 1.50 -0.94  -0.1905
C 1.14 0.36 1.01  -0.1390
C 1.28 0.10 -1.29  -0.0658
C 0.37 -1.93 -0.32  -0.1579
C -0.99 -1.89 0.30  -0.2488
C 0.91 -0.55 -0.21  -0.2680
N -1.84 -1.05 -0.53  -0.0858
N -2.51 -0.23 0.33  0.0123
O -3.96 1.42 0.75  -0.0278
H -3.47 1.00 -1.19  0.1316
H 1.82 2.32 1.17  0.1249
H 0.33 2.17 0.26  0.0783
H 1.72 2.29 -1.79  0.1368
H 2.85 1.44 -0.85  0.0933
H 2.00 -0.08 1.54  0.1237
H 0.30 0.15 1.68  0.1004
H -3.65 1.21 1.67  0.1144
H 1.28 -0.16 -2.31  0.0964
H 1.14 -2.53 0.29  0.1475
H 0.12 -2.34 -1.28  0.1088
H -1.41 -2.92 0.50  0.1185
H -1.08 -1.39 1.32  0.1128
H -1.63 -0.77 -1.46  0.1228

---

Computed, not measured: a cluster of 2 separate species, C8H14N2O in total, with wB97M-V/def2-TZVPD.

The calculation puts the HOMO energy at -8.69 eV. Its calculated total energy is -497.73292 hartree. The SMILES is C#C/C=C\[N+]([O-])=C\C.CNC. The orbital gap is 8.85 eV. As for the net charge: 0. The energy above the lowest of the compared OMol25 structures with the same formula, charge and spin comes out at 642.7 kJ/mol.

Last column: Löwdin charge in e.
Cartesian coordinates (Å):
C 5.22 -1.01 -1.10  -0.1196
C 4.39 -1.74 -0.21  -0.1043
C 5.96 -0.09 -1.46  0.1269
C 3.41 -1.21 0.54  -0.0502
C 3.72 1.04 1.08  -0.0951
C 3.18 2.44 0.87  -0.0644
C -4.84 -0.26 -0.92  -0.1476
C -6.84 -0.75 0.11  -0.1759
N 2.92 0.11 0.67  -0.3358
N -5.49 -0.43 0.38  -0.2243
O 1.73 0.19 0.33  -0.0279
H 6.54 0.45 -2.18  0.0246
H 4.44 -2.82 -0.37  0.1123
H 4.72 0.73 1.31  0.1191
H 2.76 -1.90 1.08  0.1356
H 2.31 2.53 1.57  0.0854
H 2.87 2.55 -0.23  0.1046
H 4.02 3.17 1.12  0.0888
H -5.57 0.37 -1.51  0.0855
H -3.76 0.06 -0.83  0.0938
H -4.85 -1.33 -1.21  0.0748
H -6.74 -1.55 -0.59  0.0797
H -7.30 -1.06 0.94  0.0397
H -7.32 0.09 -0.31  0.0676
H -5.50 0.45 0.93  0.1069

---

Computed, not measured: the molecule C8H14N2O6, with wB97M-V/def2-TZVPD.

The calculation puts the HOMO energy at -9.41 eV. Its calculated total energy is -874.13358 hartree. The SMILES is N[C@@H](CCC(=O)O)C(=O)N[C@@H](CO)C(=O)O. The orbital gap is 9.30 eV. As for the net charge: 0. The energy above the lowest of the compared OMol25 structures with the same formula, charge and spin comes out at 356.6 kJ/mol.

Last column: Löwdin charge in e.
Cartesian coordinates (Å):
C -1.47 0.16 0.91  -0.3250
C -1.71 -0.04 -0.49  -0.4074
C -1.22 1.70 1.20  -0.0875
C 0.19 2.20 1.00  -0.1083
C 0.59 3.40 1.93  -0.4774
C 0.29 -1.63 -1.16  -0.2196
C 1.54 -0.73 -1.20  -0.4675
C 0.32 -2.77 -2.20  -0.1275
H -0.64 -0.60 2.49  0.1145
H -0.83 -1.67 1.42  0.0809
H -2.46 -0.03 1.38  0.1618
H -1.91 2.23 0.66  0.0864
H -1.37 2.06 2.22  0.1222
H 0.45 2.69 0.00  0.1464
H 0.90 1.44 1.02  0.0568
H 1.22 3.79 3.67  0.1288
H -1.26 -0.85 -2.21  0.1502
H 0.24 -2.13 0.01  0.1969
H -0.25 -2.44 -3.16  0.1566
H -0.20 -3.60 -1.77  0.1138
H 1.73 -4.03 -2.44  0.1214
H 2.59 -1.90 -2.30  0.0725
N -0.50 -0.71 1.47  0.0479
N -0.80 -0.72 -1.30  0.1065
O -2.73 0.37 -1.10  0.0361
O 0.59 4.56 1.69  0.1157
O 0.99 2.95 3.19  0.0413
O 1.47 0.35 -0.54  0.0392
O 1.71 -3.07 -2.48  -0.0601
O 2.53 -1.00 -1.92  0.1846

---

Computed, not measured: the molecule C8H14N2OS, with wB97M-V/def2-TZVPD.

The calculation puts the HOMO energy at -8.88 eV. Its calculated total energy is -896.05743 hartree. The SMILES is NC1=N[C@]2(CCCCO2)CCS1. The orbital gap is 9.58 eV. As for the net charge: 0. The energy above the lowest of the compared OMol25 structures with the same formula, charge and spin comes out at 301.8 kJ/mol.

Last column: Löwdin charge in e.
Cartesian coordinates (Å):
C 1.64 0.97 -0.54  -0.7098
C 0.09 -0.44 -0.18  -0.4955
C -0.26 -0.11 1.29  -0.1000
C -1.49 0.90 1.27  -0.1609
C -2.21 0.95 -0.16  -0.2088
C -2.45 -0.51 -0.56  -0.1654
C 0.98 -1.68 -0.57  -0.1312
C 2.27 -1.56 0.19  -0.5318
H 1.13 2.80 -0.79  0.1275
H 2.90 2.38 -1.30  0.1226
H 0.64 0.28 1.76  0.0940
H -0.64 -1.04 1.78  0.1280
H -0.97 1.92 1.33  0.1122
H -2.38 0.80 2.04  0.1366
H -3.26 1.34 -0.19  0.1067
H -1.46 1.33 -1.07  0.1569
H -2.61 -1.24 0.25  0.1143
H -3.10 -0.68 -1.46  0.1239
H 0.53 -2.63 -0.39  0.1172
H 1.16 -1.80 -1.61  0.1137
H 3.01 -2.19 -0.13  0.0394
H 2.15 -1.86 1.21  0.0715
N 2.05 2.28 -0.65  0.0234
N 0.43 0.76 -0.83  0.1021
O -1.07 -0.99 -0.99  -0.1822
S 2.95 0.03 0.29  0.9958

---

Computed, not measured: a cluster of 2 separate species, C8H14N2S in total, with wB97M-V/def2-TZVPD.

The calculation puts the HOMO energy at -7.16 eV. Its calculated total energy is -820.68468 hartree. The orbital gap is 6.71 eV. As for the net charge: 0. The energy above the lowest of the compared OMol25 structures with the same formula, charge and spin comes out at 665.9 kJ/mol.

Last column: Löwdin charge in e.
Cartesian coordinates (Å):
C -0.22 -2.25 -1.09  -0.0887
C 0.28 -1.06 -1.22  -0.3350
C -0.15 -0.40 1.64  -0.1190
C -0.85 -3.37 -1.01  -0.0001
C -1.33 2.26 -1.23  -0.5470
C 0.57 -0.42 -2.60  -0.0629
C -0.55 0.42 2.81  -0.1139
C 1.77 1.18 1.34  0.0325
N 1.06 -0.23 -0.35  0.0087
N 0.80 0.12 0.84  -0.2064
S -1.11 3.32 -0.02  0.6079
H -0.32 -4.30 -1.19  0.0614
H -1.93 -3.31 -0.86  0.0662
H -0.82 1.26 -1.38  -0.0175
H -2.06 2.48 -2.01  -0.0008
H 0.24 -1.08 -3.41  0.0720
H 0.03 0.51 -2.73  0.0231
H 1.66 -0.01 -2.62  0.1147
H 0.35 0.78 3.28  0.0488
H -1.30 1.25 2.50  0.0886
H -1.10 -0.04 3.66  0.0766
H 1.35 2.03 1.79  0.0565
H 2.31 0.61 2.07  0.0979
H 2.13 1.43 0.43  0.0522
H -0.80 -1.18 1.36  0.0841

---

Computed, not measured: the ion C8H14N3 with charge +1, with wB97M-V/def2-TZVPD.

The calculation puts the HOMO energy at -13.21 eV. Its calculated total energy is -477.14605 hartree. The SMILES is CC[C@]1(C2=[NH+]C=NC2)C[C@H]1N. The orbital gap is 8.97 eV. As for the net charge: +1. The energy above the lowest of the compared OMol25 structures with the same formula, charge and spin comes out at 396.1 kJ/mol.

Last column: Löwdin charge in e.
Cartesian coordinates (Å):
C -2.24 -0.97 0.43  -0.1009
C -3.07 0.95 -0.23  -0.1773
C -1.19 0.16 0.38  -0.1126
C 0.50 -1.40 1.25  -0.0043
C 0.68 -1.43 -0.20  -0.2180
C 0.18 -0.09 0.55  -0.1771
C 1.36 1.96 -0.60  -0.1432
C 1.36 1.24 0.64  -0.1541
N -3.40 -0.25 0.08  0.0852
N -1.82 1.26 0.01  0.1598
N -0.12 -2.22 -1.05  0.0767
H -2.15 -1.65 1.32  0.1581
H -3.92 1.69 -0.55  0.1870
H -0.26 -2.02 1.59  0.0981
H 1.38 -1.38 1.76  0.1032
H 1.61 -1.22 -0.63  0.1306
H 0.32 2.29 -0.84  0.0675
H 1.72 1.33 -1.40  0.0893
H 1.93 2.93 -0.55  0.1196
H 1.06 1.82 1.61  0.1434
H 2.33 0.72 0.98  0.1328
H -1.39 2.21 -0.02  0.1925
H -0.36 -1.92 -1.94  0.0844
H -2.07 -1.69 -0.38  0.1285
H -0.63 -3.09 -0.82  0.1307